No. 1
Density functional theory data (wB97M-V/def2-TZVPD) for a 4-piece molecular cluster, C2H10O4 overall at a distorted geometry.

```
16
C2H10O4 | the OMol25 dataset | wB97M-V/def2-TZVPD
O -2.22 0.89 0.29
H -0.98 -0.26 2.37
H 2.47 -1.65 -1.60
H -1.88 -0.89 -0.60
H 2.01 1.34 1.11
H 0.11 -0.71 1.15
H -0.16 0.79 -2.72
C -0.95 -0.76 1.41
H -1.23 -1.80 1.55
C -1.78 -0.24 0.26
H 0.78 1.89 0.43
H 1.56 -0.80 -0.82
O 1.09 1.55 1.26
O 0.05 1.11 -1.86
H -0.81 1.22 -1.41
O 1.92 -1.68 -0.82
```

Calculated values
Frontier orbital gap in eV: 10.540
E_LUMO in eV: 0.43
Strongest force on any atom in eV/Å: 2.323
Energy above the lowest of the compared OMol25 structures with the same formula, charge and spin in eV: 0.473
E in eV: -10425.7192
Total charge: 0
SMILES: CC=O.O.O.O

=====

No. 2
Density functional theory data (wB97M-V/def2-TZVPD) for a 7-piece molecular cluster, C23H26Cl24NO5P overall at a distorted geometry.

```
80
C23H26Cl24NO5P | the OMol25 dataset | wB97M-V/def2-TZVPD
H -2.26 1.97 3.30
H -1.40 3.92 5.29
Cl -0.59 8.61 -7.85
Cl 6.29 -7.23 6.96
C 0.47 4.92 5.97
C -0.32 3.95 4.93
H -0.58 1.46 -1.92
C 1.51 2.21 -7.30
O -0.13 4.46 3.58
Cl 3.75 -8.45 6.25
H -0.18 3.54 0.39
O -2.11 -1.86 0.45
N -1.36 0.77 -1.95
C -1.05 -2.67 -0.04
Cl 1.03 -7.33 5.31
H -3.64 3.23 1.19
C 0.53 -4.86 0.46
Cl 0.47 2.21 -5.86
C -3.12 2.19 1.26
C 0.41 -7.92 3.75
Cl 0.23 5.83 -7.70
Cl 2.28 -4.53 2.32
H -0.52 -1.64 -2.07
H -0.22 4.55 -1.95
H -2.69 -1.36 -1.60
Cl -0.94 -6.88 3.23
Cl 2.56 0.78 -7.26
P -1.54 4.25 2.63
Cl 1.70 -7.87 2.53
C -2.59 -0.92 -0.54
H -0.07 6.30 -1.28
Cl -1.10 -0.76 -5.21
C -1.81 0.50 -0.52
C -1.89 2.43 2.31
C 0.15 -1.92 -5.70
H 1.55 4.54 6.07
H -0.94 1.86 1.96
Cl -0.25 -3.53 -5.07
H -3.68 -0.66 -0.23
O -2.73 1.31 -3.84
C 5.38 -8.76 6.89
O -1.32 5.18 1.22
H -0.91 0.25 0.16
C 0.65 7.44 -8.34
H 0.79 5.10 0.64
H -4.52 1.05 -1.30
C -0.25 4.68 0.37
C -3.66 1.80 -1.44
C -0.26 -2.48 -1.35
Cl 0.74 7.37 -10.11
Cl 2.25 -4.43 5.22
Cl 4.38 -5.84 3.84
H -3.91 1.48 1.67
C 0.93 -3.43 -1.75
H 0.10 2.88 5.08
Cl 6.23 -9.91 5.83
O -2.77 4.85 3.35
Cl 2.23 7.94 -7.68
Cl 2.51 3.68 -7.31
H -0.07 5.01 6.98
C 1.37 -4.64 -0.85
H 0.79 -5.74 1.13
H 0.54 5.99 5.55
Cl 5.25 -9.44 8.52
H 1.51 -3.23 -2.72
H -1.90 2.69 -0.56
Cl 0.50 2.16 -8.76
C -2.63 1.85 -0.22
C 3.29 -4.44 3.78
Cl 1.73 -1.41 -5.06
Cl 4.25 -2.94 3.73
Cl -0.17 -9.59 3.93
C -2.61 1.30 -2.59
C -0.56 5.27 -1.12
C -0.64 -3.90 0.86
H -1.22 -4.10 1.82
H -4.00 2.84 -1.84
Cl 0.23 -1.99 -7.48
H -1.70 5.46 -1.18
H 2.23 -5.34 -1.15
```

Calculated values
Frontier orbital gap in eV: 8.499
E_LUMO in eV: -0.06
Strongest force on any atom in eV/Å: 5.062
E in eV: -345819.2898
Total charge: 0
SMILES: CCOP(=O)(CC[C@@H]1CC(=O)N[C@@H]1COc1ccccc1)OCC.ClC(Cl)(Cl)Cl.ClC(Cl)(Cl)Cl.ClC(Cl)(Cl)Cl.ClC(Cl)(Cl)Cl.ClC(Cl)(Cl)Cl.ClC(Cl)(Cl)Cl

=====

No. 3
Density functional theory data (wB97M-V/def2-TZVPD) for a 2-piece molecular cluster, C4H10N2O overall at a distorted geometry.

```
17
C4H10N2O | the OMol25 dataset | wB97M-V/def2-TZVPD
C 1.15 -1.90 -0.14
C -0.52 1.76 0.30
C -1.36 0.32 2.07
H 0.47 1.42 2.02
C 1.04 -1.27 -2.41
O -1.46 1.47 -0.48
H -1.14 -0.72 1.77
N -0.45 1.31 1.58
H 1.69 -2.73 0.32
N 1.82 -1.45 -1.39
H 0.05 -2.11 -0.17
H 1.41 -0.74 -3.33
H -0.05 -1.58 -2.40
H -1.33 0.34 3.16
H 0.32 2.36 0.00
H -2.39 0.59 1.73
H 1.34 -1.03 0.46
```

Calculated values
Frontier orbital gap in eV: 10.630
E_LUMO in eV: 0.81
Strongest force on any atom in eV/Å: 3.547
Energy above the lowest of the compared OMol25 structures with the same formula, charge and spin in eV: 2.334
E in eV: -9336.6530
Total charge: 0
SMILES: CNC=O.C=NC

=====

No. 4
Density functional theory data (wB97M-V/def2-TZVPD) for C29H22BrCl4N5O2Tl as an isolated structure.

```
64
C29H22BrCl4N5O2Tl | the OMol25 dataset | wB97M-V/def2-TZVPD
H -5.56 1.12 -1.56
C 3.12 -1.21 -1.67
Tl -0.32 -0.32 -0.76
C 3.18 -1.05 0.61
H -4.77 0.11 2.54
Br 5.36 -0.20 2.21
H -2.79 -1.12 3.05
H -3.37 0.05 -2.14
C -0.02 -3.03 1.42
C -0.12 -1.89 2.41
C -3.28 -0.44 1.08
C -4.48 0.12 1.49
H -0.81 -3.63 -1.68
H 2.19 1.93 -0.28
H -6.25 1.15 0.85
C -4.93 0.69 -0.79
H 2.67 -1.18 1.56
C 0.15 -5.07 -0.40
C -2.39 -1.20 2.03
H 1.10 -6.21 1.16
H 0.94 -4.36 2.81
O -1.09 0.47 -3.39
C 0.56 -4.23 1.81
H 4.91 -0.74 -2.75
C -3.72 0.11 -1.11
C -5.31 0.70 0.55
H 0.76 1.96 4.38
C -1.14 2.66 -2.50
N -0.47 -2.85 0.18
H -0.69 0.17 3.84
C 4.50 -0.64 0.58
H 3.42 3.38 1.33
H 2.68 3.39 3.72
N -0.98 -0.79 1.97
C -0.97 4.07 -2.82
C 4.44 -0.82 -1.78
H -0.46 -2.30 3.37
H 0.20 -5.85 -1.14
Cl -0.16 1.01 -6.14
C -0.92 1.65 -3.62
C 2.18 2.77 2.99
C 1.90 1.97 0.77
C -0.40 -3.84 -0.70
C 0.65 -5.26 0.88
N -2.91 -0.43 -0.20
C 2.59 2.77 1.66
H 6.19 -0.20 -0.67
H -2.44 -2.25 1.73
O -1.38 2.25 -1.38
C 1.11 1.98 3.36
C -0.76 0.41 2.77
C 5.16 -0.52 -0.63
H 2.52 -1.44 -2.54
Cl 0.29 4.05 -6.61
H -1.63 1.06 2.63
C 0.47 1.21 2.39
N 2.49 -1.32 -0.50
C -0.25 3.48 -5.10
C -0.42 2.15 -4.89
C -0.55 4.46 -4.05
N 0.86 1.22 1.12
Cl -0.35 6.11 -4.39
Cl -1.37 5.20 -1.60
H 0.88 -1.48 2.58
```

Calculated values
Frontier orbital gap in eV: 5.737
E_LUMO in eV: -4.74
Strongest force on any atom in eV/Å: 0.855
E in eV: -166795.9656
Total charge: +1

=====

No. 5
Density functional theory data (wB97M-V/def2-TZVPD) for an isolated molecule of C18H13ClF4N4O at a distorted geometry.

```
41
C18H13ClF4N4O | the OMol25 dataset | wB97M-V/def2-TZVPD
F 1.02 -3.33 6.70
C -3.45 1.80 -3.86
C 0.65 0.31 -2.84
F 1.00 -1.18 6.45
H 1.66 -4.59 4.31
C 0.90 2.65 -2.05
H 1.06 -1.01 -0.18
C 1.09 -2.46 4.38
C 1.83 -3.58 2.46
C 1.53 -2.49 1.76
H 1.73 -2.56 0.71
H -4.03 -0.11 -2.89
C 1.05 -0.09 0.22
F -0.75 -2.35 5.79
C 1.19 -0.04 1.61
C 0.81 2.22 0.16
C 1.24 -1.32 2.43
H 0.91 0.78 -3.77
C 1.54 -3.69 3.83
C 1.01 1.29 2.24
N 1.03 -1.25 3.69
C -0.83 -0.19 -2.87
F -4.41 2.48 -3.08
H -2.21 2.71 -2.32
H -3.12 -0.35 -4.54
C 1.02 3.23 -0.78
H 0.90 1.37 3.31
N 0.94 1.27 -1.89
C -3.22 0.31 -3.57
C 0.92 1.00 -0.48
Cl 1.40 4.92 -0.50
H 1.22 -0.65 -2.88
H 2.23 -4.46 1.95
H -3.67 2.08 -4.94
N -1.94 0.68 -2.94
N 0.93 2.37 1.47
H 0.76 3.18 -2.97
C -2.07 2.13 -3.22
C 0.62 -2.37 5.87
H -1.44 2.67 -3.93
O -1.05 -1.39 -2.83
```

Calculated values
Frontier orbital gap in eV: 8.103
E_LUMO in eV: -0.16
Strongest force on any atom in eV/Å: 5.470
E in eV: -50274.8910
Total charge: 0
SMILES: O=C(Cn1cc(Cl)c2ncc(-c3cccc(C(F)(F)F)n3)cc21)N1CC(F)C1

=====

No. 6
Density functional theory data (wB97M-V/def2-TZVPD) for a 2-piece molecular cluster, CH5NO2S overall at a distorted geometry.

```
10
CH5NO2S | the OMol25 dataset | wB97M-V/def2-TZVPD
H -0.40 -1.12 1.66
O -1.14 0.66 -0.92
C -0.17 -0.16 1.12
N -0.84 -0.37 -0.21
H -0.49 0.72 1.67
S 1.02 -1.14 -1.65
H 0.19 1.89 -0.74
O -0.70 1.93 -0.45
H 1.66 -2.28 -1.36
H 0.87 -0.14 0.88
```

Calculated values
Spin multiplicity: 3
Frontier orbital gap (alpha / beta) in eV: 8.951 / 7.225
<S²>: 2.01
E_LUMO (alpha / beta) in eV: 0.69 / -2.13
Strongest force on any atom in eV/Å: 3.375
Energy above the lowest of the compared OMol25 structures with the same formula, charge and spin in eV: 3.448
E in eV: -17530.8649
Total charge: 0

=====

No. 7
Density functional theory data (wB97M-V/def2-TZVPD) for C21H35I2N4O6 as an isolated structure at a distorted geometry.

```
68
C21H35I2N4O6 | the OMol25 dataset | wB97M-V/def2-TZVPD
H 3.48 1.53 -3.33
H 1.70 -1.05 0.96
N -4.32 -1.59 -1.66
N 0.70 1.37 -1.42
I -2.85 0.27 2.13
H -3.26 -0.03 -2.47
I -1.02 -2.70 3.37
C 4.03 0.30 -0.66
H 0.89 4.53 1.22
O -5.34 -3.42 -0.83
H 4.46 -1.77 -0.96
H -5.52 0.08 -2.06
H 1.74 -2.10 2.40
C -5.37 -0.65 -1.27
C 0.54 4.84 0.24
C -2.09 -1.78 -2.72
C -0.20 -1.45 1.84
H 1.22 -1.32 -2.01
H 3.19 2.27 -1.75
H 0.75 -1.51 5.69
C 1.43 1.50 -2.68
O -0.46 2.47 1.65
H -6.29 -1.20 -1.09
C -4.33 -2.76 -0.88
C -0.86 -0.40 1.35
C 0.19 0.18 -0.92
H -0.10 -1.90 -0.99
H 1.07 5.74 -0.06
O 3.20 0.21 -1.74
H -1.96 -2.78 -2.32
H 2.15 -0.30 4.13
H -0.20 -1.61 -3.74
C 0.49 2.38 -0.57
H 4.80 -1.14 0.64
H -1.39 2.70 1.55
H -0.90 -0.09 -3.23
H 2.18 -2.23 6.48
H 1.94 3.85 -1.06
O 4.04 1.27 0.03
H 1.15 -2.76 0.83
H 1.16 0.63 -3.29
H 0.35 4.12 -1.74
C -3.04 -0.93 -1.89
O 1.95 -0.20 6.77
C -0.29 0.45 0.34
C 4.86 -0.91 -0.43
H 3.62 -1.02 4.83
C 2.92 1.44 -2.39
H -1.43 4.65 -0.40
C -0.72 -1.12 -2.92
H -2.84 -4.18 -0.35
H -1.28 5.01 1.20
C -3.14 -3.17 -0.06
H -5.10 -0.13 -0.34
H 5.89 -0.72 -0.70
H -2.54 -1.89 -3.71
C 0.20 -1.11 -1.67
H -2.60 -0.58 -0.95
N -0.11 1.82 0.50
C 1.17 -1.86 1.47
O 2.34 -2.37 3.89
N -0.89 5.17 0.28
C 0.88 3.80 -0.83
H 1.17 2.42 -3.19
C 2.56 -1.24 4.56
H -2.28 -2.51 -0.11
C 1.78 -1.28 6.05
H -3.48 -3.22 0.98
```

Calculated values
Frontier orbital gap in eV: 2.300
E_LUMO in eV: 1.35
Strongest force on any atom in eV/Å: 1.399
E in eV: -56784.5418
Total charge: -1

=====

No. 8
Density functional theory data (wB97M-V/def2-TZVPD) for an isolated molecule of C2H2N2O3 at a distorted geometry.

```
9
C2H2N2O3 | the OMol25 dataset | wB97M-V/def2-TZVPD
C -0.03 0.28 -0.74
N 1.37 1.51 0.45
H -0.60 -1.25 1.93
O -0.51 -1.25 0.95
O -0.82 -0.05 -1.78
C 0.06 -0.23 0.51
N 1.01 0.51 1.08
O 0.71 1.37 -0.84
H -1.19 -0.89 -1.56
```

Calculated values
Frontier orbital gap in eV: 9.251
E_LUMO in eV: 0.28
Strongest force on any atom in eV/Å: 6.049
Energy above the lowest of the compared OMol25 structures with the same formula, charge and spin in eV: 2.589
E in eV: -11226.2157
Total charge: 0
SMILES: Oc1nnoc1O

=====

No. 9
Density functional theory data (wB97M-V/def2-TZVPD) for an isolated molecule of C3H5N3 at a distorted geometry.

```
11
C3H5N3 | the OMol25 dataset | wB97M-V/def2-TZVPD
N -0.97 -0.32 0.05
H 0.42 2.52 -0.72
H -0.34 2.05 0.89
N 0.72 -1.76 0.03
H -1.16 -2.34 0.37
C 0.14 0.41 -0.29
C -0.02 1.76 -0.11
H -1.61 0.39 0.45
C 1.15 -0.63 -0.45
N -0.53 -1.56 0.53
H 2.19 -0.52 -0.74
```

Calculated values
Frontier orbital gap in eV: 8.046
E_LUMO in eV: 0.72
Strongest force on any atom in eV/Å: 1.449
Energy above the lowest of the compared OMol25 structures with the same formula, charge and spin in eV: 3.858
E in eV: -7658.5975
Total charge: 0
SMILES: C=C1C=NNN1

=====

No. 10
Density functional theory data (wB97M-V/def2-TZVPD) for a 2-piece molecular cluster, C5H14 overall at a distorted geometry.

```
19
C5H14 | the OMol25 dataset | wB97M-V/def2-TZVPD
H -2.16 -2.45 -1.53
C -1.26 -2.43 -2.09
H 1.70 -0.46 2.10
H 0.44 2.95 1.94
H 2.54 1.00 1.49
H 0.60 -1.53 -2.12
C 1.57 0.73 1.79
H 0.47 0.69 -0.20
H -1.21 2.61 1.40
H 1.38 1.11 2.77
H 0.06 3.26 0.28
H -0.73 -0.41 -1.67
H -0.35 -1.60 -0.46
H -0.46 0.35 0.99
C -0.10 2.52 1.13
C 0.42 1.05 0.86
C -0.34 -1.47 -1.60
H -1.64 -2.38 -3.14
H -0.92 -3.52 -1.95
```

Calculated values
Frontier orbital gap in eV: 11.738
E_LUMO in eV: 1.04
Strongest force on any atom in eV/Å: 5.404
Energy above the lowest of the compared OMol25 structures with the same formula, charge and spin in eV: 1.587
E in eV: -5410.4630
Total charge: 0
SMILES: CCC.CC

=====

No. 11
Density functional theory data (wB97M-V/def2-TZVPD) for C2H7N5S as an isolated structure at a distorted geometry.

```
15
C2H7N5S | the OMol25 dataset | wB97M-V/def2-TZVPD
N -0.56 -1.32 0.30
H 1.89 0.15 1.57
N 2.44 0.27 -0.49
H 1.14 -2.03 0.81
H 2.24 -0.26 -1.35
H 2.51 1.27 -0.76
C -2.55 -0.23 -0.05
N 0.70 -1.18 0.47
H -3.39 1.40 -0.93
N -3.49 0.51 -0.43
N -1.32 -0.34 0.11
H 3.38 -0.01 -0.15
C 1.35 0.12 0.61
H -4.46 0.23 -0.24
S 0.12 1.40 0.50
```

Calculated values
Frontier orbital gap (alpha / beta) in eV: 7.075 / 7.146
E_LUMO (alpha / beta) in eV: -10.16 / -10.05
Strongest force on any atom in eV/Å: 2.428
Energy above the lowest of the compared OMol25 structures with the same formula, charge and spin in eV: 0.990
E in eV: -20450.8496
Total charge: +2

=====

No. 12
Density functional theory data (wB97M-V/def2-TZVPD) for a 9-piece molecular cluster, C25H63FN3O8S8 overall at a distorted geometry.

```
108
C25H63FN3O8S8 | the OMol25 dataset | wB97M-V/def2-TZVPD
S -9.44 -3.87 1.69
H 7.61 -3.51 -5.59
S -1.19 6.37 -2.15
H 9.98 -3.31 -7.23
O -8.73 -4.24 2.96
C 9.76 -2.74 -6.21
C -2.23 -4.92 9.50
H -1.27 7.79 -0.23
C -4.44 2.93 -4.67
F 9.08 -3.57 -3.91
C -2.45 -0.58 0.63
H -9.27 -1.50 1.96
C 7.38 2.05 -4.87
C -1.96 1.73 1.91
H 1.06 -0.91 7.88
H 10.88 0.32 -2.12
H -2.86 -0.96 1.56
N 6.96 -1.00 -5.14
C 8.37 -0.49 -5.38
H -6.74 -0.78 4.34
H -7.21 -2.50 4.21
H 7.68 1.00 -6.96
H 9.30 1.53 -6.04
H 1.46 3.28 -4.30
H 6.64 2.79 -5.44
C -3.21 3.94 -6.83
H -10.73 -1.95 1.04
H 8.19 2.71 -4.31
C 9.30 -0.41 -4.01
H -2.21 7.54 -3.99
C 0.00 -2.65 5.87
H 4.60 -1.53 -3.93
H -2.29 8.43 -1.55
S -4.42 4.48 -5.59
C -11.05 -4.71 1.71
N 6.56 1.33 -3.83
C 6.17 -0.07 -4.24
C 1.48 3.34 -3.21
H 0.76 2.64 -0.54
H -0.12 -3.49 6.57
C 8.21 1.08 -5.91
H 8.96 -4.84 -5.64
O -2.15 1.69 -0.76
H 0.95 -5.80 11.10
H -0.71 -6.35 11.44
H -11.57 -4.50 2.64
C 8.75 -3.70 -5.35
C -10.11 -2.20 1.90
O 2.96 1.13 -2.94
C 9.15 -1.28 -6.63
H -2.05 2.82 1.98
S -2.87 1.17 0.45
H -5.15 -3.12 5.67
C -1.25 7.05 -3.83
H -2.28 3.64 -6.34
H -0.90 1.46 1.82
C 0.00 -1.09 8.06
H -3.44 2.69 -4.31
H -0.41 -0.27 8.64
C -1.33 7.97 -1.31
H -0.41 -2.92 4.90
O 0.21 5.86 -1.92
C -6.68 -1.68 3.73
S -0.50 -5.38 9.25
H 6.45 -1.20 -6.04
H 10.08 -0.58 -6.89
O -4.22 -0.93 2.98
O -2.29 -1.62 6.79
H -3.63 3.11 -7.40
H 10.81 -2.67 -5.66
H -11.64 -4.38 0.85
H -0.51 8.62 -1.61
H -2.77 -5.74 9.98
H -2.68 -4.72 8.52
H -1.14 6.22 -4.54
O -3.74 5.51 -4.73
H 0.56 3.80 -2.86
H -4.82 2.13 -5.31
H -0.12 -2.02 8.62
H -3.49 -2.57 5.33
H -2.30 -4.02 10.11
H -10.87 -5.79 1.62
C 10.08 -0.19 -2.83
C -4.55 -2.31 5.24
S -4.95 -2.14 3.48
N 4.94 -0.55 -3.75
H -7.13 -1.48 2.75
H 1.81 1.24 -0.21
H -0.30 -4.61 11.53
H 2.54 2.81 -0.65
H -1.36 -0.71 0.61
O 0.22 -4.16 8.75
H -5.11 3.05 -3.81
H -3.01 4.78 -7.51
S 1.61 1.66 -2.56
H -10.69 -2.14 2.82
H 1.06 -2.41 5.76
H 2.35 3.93 -2.90
H -4.74 -1.37 5.76
H -0.43 7.76 -3.98
C 1.69 2.14 -0.82
H -2.89 -1.13 -0.21
H -2.38 1.27 2.80
S -0.88 -1.20 6.49
H 6.98 1.37 -2.87
H 4.32 0.13 -3.26
C -0.10 -5.55 11.01
H 8.48 -1.30 -7.62
```

Calculated values
Frontier orbital gap in eV: 6.796
E_LUMO in eV: -2.97
Strongest force on any atom in eV/Å: 10.174
E in eV: -137177.1361
Total charge: +1